# 1
DFT (ωB97M-V with the def2-TZVPD basis set) results for a molecular structure, C27H28CeN2O4P2S in a non-equilibrium geometry.

Computed properties:
HOMO-LUMO gap (alpha / beta): 0.227 / 0.229 Eh
Relative energy (zero: lowest compared OMol25 entry of this formula, charge and spin): 0.0 kJ/mol
Charge: +1
Spin multiplicity: 2

```
65
C27H28CeN2O4P2S | the Open Molecules 2025 dataset | ωB97M-V with the def2-TZVPD basis set
C -1.52327 3.32076 -3.84909
C -1.34242 2.09888 -3.19825
C -0.00987 1.69495 -2.87990
C 1.06823 2.50705 -3.27825
C 0.83115 3.79869 -3.75302
C -0.46084 4.20493 -4.07124
C 2.46569 1.95481 -3.33829
C 2.53109 0.46356 -3.14636
C 1.37999 -0.25462 -2.78221
C 1.37219 -1.67136 -2.94682
C 2.52779 -2.30023 -3.41114
C 3.71930 -1.58887 -3.60867
C 3.71891 -0.20897 -3.42343
H -2.52438 3.58229 -4.19310
H 1.67766 4.48142 -3.88605
H -0.65016 5.18362 -4.52642
H 2.84822 2.16252 -4.35472
H 2.49845 -3.37437 -3.58634
H 4.62342 -2.11432 -3.90968
H 4.64296 0.36413 -3.53464
N 0.26489 0.45188 -2.28468
Ce -0.34347 0.02743 -0.07776
C -2.54761 1.20365 -2.96567
H -2.44460 0.24337 -3.49648
H -3.45180 1.71076 -3.33241
C 0.15720 -2.50724 -2.58812
H -0.75490 -2.06370 -3.01221
H 0.28938 -3.52662 -2.97115
P -2.89615 0.78763 -1.18101
P -0.08332 -2.70084 -0.75128
C 1.05369 -4.06271 -0.40270
H 1.15327 -4.16126 0.68616
H 0.66180 -5.00735 -0.80980
H 2.04550 -3.87068 -0.82903
C -1.72884 -3.45433 -0.52938
H -1.80079 -4.42018 -1.04992
H -1.88072 -3.60843 0.55055
H -2.51261 -2.77519 -0.89804
C -3.19480 2.47369 -0.55166
H -4.23023 2.76772 -0.75660
H -3.01112 2.48012 0.52854
H -2.51551 3.19462 -1.01734
C -4.55448 0.05514 -1.07757
H -4.73068 -0.19804 -0.02223
H -5.34043 0.74515 -1.41241
H -4.59863 -0.87599 -1.65674
C 1.90270 -1.02708 0.28751
O 2.99162 -1.38091 0.46351
H 3.15646 2.47551 -2.69140
O -1.14355 1.12926 1.83700
C -0.89462 0.12515 2.62136
N -0.16688 -0.89796 2.12764
S 0.13371 -2.15069 3.20790
O -0.43604 -3.35169 2.64288
O 1.52685 -2.14190 3.56557
C -0.94885 -1.39918 4.38854
C -1.49806 -2.02310 5.49814
C -2.49869 -1.35602 6.20835
C -2.94884 -0.09456 5.78755
C -2.41665 0.50716 4.64949
C -1.40201 -0.16136 3.95450
H -1.13635 -3.01071 5.77213
H -2.92573 -1.81749 7.09370
H -3.73132 0.40842 6.35155
H -2.75146 1.47077 4.26734
```

These are the Mulliken partial charges, in e, on atoms 1 to 5: number 1, C, carries -0.7424; number 2, C, carries 0.3985; number 3, C, carries 0.5188; number 4, C, carries 0.4803; number 5, C, carries -0.8214

---

# 2
DFT (ωB97M-V with the def2-TZVPD basis set) results for a molecular structure, C27H28ClN4S5Ti in a non-equilibrium geometry.

Computed properties:
HOMO-LUMO gap (alpha / beta): 0.208 / 0.273 Eh
Relative energy (zero: lowest compared OMol25 entry of this formula, charge and spin): 10.8 kJ/mol
Charge: +1
Spin multiplicity: 3

```
66
C27H28ClN4S5Ti | the Open Molecules 2025 dataset | ωB97M-V with the def2-TZVPD basis set
Ti -0.39130 0.50582 0.62513
C -4.33382 -0.05800 -0.19855
C -4.02634 0.54566 -1.56582
S -2.87961 1.91049 -1.34497
C -2.10162 2.03568 -2.95621
C -1.36718 0.78824 -3.44208
S -0.28232 0.00150 -2.22271
C -0.51895 -1.71222 -2.75098
C 0.17429 -2.71367 -1.84266
S -0.22739 -2.65978 -0.08857
C -1.86838 -3.38884 -0.00735
C -3.02581 -2.46364 -0.36547
S -2.94232 -0.92271 0.56969
H -5.15271 -0.77466 -0.27328
H -4.65594 0.71007 0.50587
H -4.94901 0.90709 -2.02233
H -3.60177 -0.21738 -2.22053
H -1.41780 2.88126 -2.87379
H -2.84580 2.30735 -3.70575
H -0.75562 1.04728 -4.30557
H -2.08179 0.03384 -3.77138
H -0.12061 -1.81327 -3.76168
H -1.58993 -1.90685 -2.80125
H 1.25674 -2.57785 -1.87789
H -0.02502 -3.72244 -2.21008
H -1.96973 -3.71873 1.02773
H -1.90183 -4.28448 -0.62958
H -3.97042 -2.94280 -0.10361
H -3.04640 -2.24703 -1.43205
S 4.28159 -2.39425 5.72388
N 4.48990 -2.16283 4.14124
C 3.35069 -1.66643 3.68781
C 3.09384 -1.26937 2.30161
C 4.02156 -1.38135 1.30435
C 3.67930 -0.92061 0.01849
C 2.44372 -0.38790 -0.19445
N 1.47673 -0.29466 0.76561
C 1.81887 -0.72628 2.02238
C 0.80321 -0.63084 3.00874
N -0.41048 -0.14962 2.57959
C -1.40838 -0.11967 3.51534
C -1.24940 -0.48456 4.81678
C 0.00738 -0.94040 5.25693
C 1.02523 -1.01886 4.34913
C 2.35728 -1.53000 4.67943
N 2.74438 -1.93189 5.87849
H 4.99653 -1.79872 1.51885
H 4.38702 -0.95814 -0.79771
H 2.18323 0.01172 -1.16517
H -2.36767 0.22991 3.16506
H -2.09314 -0.42289 5.48912
H 0.17872 -1.23677 6.28369
Cl -1.93817 2.55212 1.73046
C -0.41234 3.08906 2.46400
C -0.40827 3.56300 3.75840
C 0.81307 3.91417 4.31643
C 1.97477 3.77383 3.56720
C 1.92442 3.30046 2.26391
C 0.71547 2.94530 1.66205
C 0.60709 2.36894 0.29047
H -1.33086 3.64712 4.31651
H 0.85520 4.29102 5.32944
H 2.92951 4.04330 3.99990
H 2.83673 3.20291 1.68722
H 1.57762 2.32919 -0.20037
H -0.07126 2.97795 -0.32060
```

These are the natural (NBO) partial charges, in e, on atoms 1 to 5: number 1, Ti, carries 1.2735; number 2, C, carries -0.5290; number 3, C, carries -0.5512; number 4, S, carries 0.3047; number 5, C, carries -0.5495

---

# 3
DFT (ωB97M-V with the def2-TZVPD basis set) results for a molecular structure, C27H28F3N2O2PS2SbSr in a non-equilibrium geometry.

Computed properties:
HOMO-LUMO gap (alpha / beta): 0.206 / 0.239 Eh
Relative energy (zero: lowest compared OMol25 entry of this formula, charge and spin): 110.7 kJ/mol
Spin multiplicity: 2

```
67
C27H28F3N2O2PS2SbSr | the Open Molecules 2025 dataset | ωB97M-V with the def2-TZVPD basis set
Sr -1.28881 1.64203 -0.30442
C -2.34267 -3.54892 3.52241
C -1.95889 -2.22488 2.90700
O -1.49679 -2.48175 1.56820
P -1.45949 -1.27085 0.50022
S -3.32022 -0.49522 0.34261
S -0.71311 1.57577 2.51326
O -1.15441 -2.22843 -0.84689
C -0.86295 -1.32731 -1.92737
C -2.05765 -1.17362 -2.84845
H -2.64934 -3.40099 4.55923
H -1.49844 -4.23912 3.50585
H -3.17018 -3.99842 2.97398
H -1.15177 -1.74167 3.46356
H -2.80608 -1.53810 2.86888
H 0.05684 -1.61539 -2.44002
H -0.60582 -0.44708 -1.30846
H -2.95152 -1.35177 -2.25528
H -2.01905 -1.91627 -3.64618
H -2.14380 -0.18772 -3.30733
N -3.02377 2.01980 -4.17136
C -3.96268 2.13461 -3.16867
C -5.33223 2.08131 -3.46166
C -6.23306 2.19567 -2.43011
C -5.77542 2.40403 -1.12982
C -4.41668 2.41713 -0.93640
N -3.51870 2.22268 -1.91637
H -3.32104 2.27334 -5.09832
H -2.09973 2.34173 -3.93547
H -5.66098 1.95081 -4.48384
H -7.29452 2.14532 -2.63467
H -6.45152 2.55757 -0.30273
H -3.99660 2.70231 0.02608
F 3.53951 0.52419 -5.05712
C 3.01931 0.65828 -3.82125
C 3.53654 -0.09629 -2.78731
C 2.95797 0.03848 -1.53122
C 1.88881 0.90774 -1.31058
C 1.45448 1.72345 -2.35739
C 1.99748 1.56325 -3.63143
Sb 1.23825 0.62487 1.03566
C 1.83933 -1.33989 1.52182
C 1.73556 -2.40201 0.62828
C 1.87736 -3.71079 1.06167
C 2.08778 -3.93459 2.40664
F 2.20564 -5.20317 2.84167
C 2.17453 -2.90919 3.32864
C 2.04408 -1.60608 2.87592
C 2.89771 1.62277 1.92927
C 4.16181 1.03450 1.95347
C 5.19958 1.59425 2.68342
C 4.94200 2.74043 3.40931
F 5.93996 3.28261 4.13589
C 3.70012 3.34063 3.43189
C 2.67518 2.76623 2.69310
H 4.36051 -0.77307 -2.97216
H 3.34358 -0.58190 -0.73004
H 0.67829 2.49070 -2.26259
H 1.67106 2.16721 -4.46895
H 1.52704 -2.22160 -0.41893
H 1.79390 -4.54686 0.38146
H 2.33043 -3.13657 4.37433
H 2.10276 -0.79038 3.58848
H 4.35145 0.12102 1.40076
H 6.18603 1.15164 2.70782
H 3.54136 4.22509 4.03373
H 1.68168 3.19846 2.72826
```

These are the natural (NBO) partial charges, in e, on atoms 1 to 5: number 1, Sr, carries 1.7040; number 2, C, carries -0.6201; number 3, C, carries -0.0688; number 4, O, carries -0.8588; number 5, P, carries 1.1923

---

# 4
DFT (ωB97M-V with the def2-TZVPD basis set) results for a single C27H28FN3O4S2 molecule in a non-equilibrium geometry.

Computed properties:
HOMO-LUMO gap: 0.323 Eh

```
65
C27H28FN3O4S2 | the Open Molecules 2025 dataset | ωB97M-V with the def2-TZVPD basis set
O 4.76302 2.09220 -1.84059
C 3.91126 1.36720 -1.37663
N 4.10114 0.41670 -0.42771
C 5.29446 0.04222 0.19276
C 6.45921 0.80144 0.11168
C 7.60203 0.38583 0.76903
C 7.57214 -0.78456 1.50404
C 6.42677 -1.55474 1.59905
C 5.28840 -1.13503 0.94063
H 4.38486 -1.72422 0.99779
H 6.43592 -2.46401 2.17867
F 8.68956 -1.18942 2.14733
H 8.51177 0.96209 0.71541
H 6.46661 1.70763 -0.46989
H 3.32615 -0.22696 -0.27803
C 2.45639 1.47147 -1.80637
H 1.83282 1.77252 -0.96163
H 2.37582 2.19180 -2.61768
S 1.79659 -0.14012 -2.43144
O 1.95095 -1.07861 -1.30886
C -0.00598 0.38023 -2.40565
C -0.44147 0.45550 -0.96934
O -0.13664 1.42110 -0.27251
N -1.12597 -0.58840 -0.48425
C -1.60812 -1.68346 -1.26090
C -2.95277 -1.72965 -1.60338
C -3.44040 -2.82057 -2.30087
C -2.59317 -3.85741 -2.65346
C -1.25240 -3.80548 -2.31061
C -0.75470 -2.72183 -1.60964
H 0.28594 -2.67145 -1.32948
H -0.59123 -4.61520 -2.57910
H -2.97973 -4.70988 -3.19121
H -4.48696 -2.86164 -2.56063
H -3.61222 -0.92864 -1.30675
C -1.44946 -0.61872 0.95495
C -1.51798 -2.02386 1.43693
C -0.45456 -2.82843 1.72178
C -0.84000 -4.13402 2.08767
C -2.18755 -4.29410 2.06133
S -3.01909 -2.86093 1.60748
H -2.74983 -5.17409 2.30298
H -0.14382 -4.90821 2.35581
H 0.56721 -2.49621 1.66694
H -0.63630 -0.08273 1.46182
C -2.76928 0.14786 1.17431
O -3.82986 -0.41796 1.35438
N -2.61264 1.47403 1.11661
H -1.69865 1.84875 0.88504
C -3.71267 2.41230 1.19383
H -4.58518 1.82785 1.49433
C -3.92539 3.12287 -0.16255
C -3.74779 4.61968 0.11060
H -4.71026 5.07323 0.35091
C -2.84152 4.66385 1.33734
H -1.81050 4.45190 1.04982
H -2.86768 5.62644 1.84480
C -3.39353 3.53097 2.19766
H -4.31138 3.85331 2.68950
H -2.69459 3.19296 2.96094
H -3.32568 5.14618 -0.74373
H -3.16782 2.77598 -0.86773
H -4.90284 2.89855 -0.58546
H -0.55933 -0.36055 -2.97710
H -0.05210 1.35646 -2.88096
```

These are the natural (NBO) partial charges, in e, on atoms 1 to 5: number 1, O, carries -0.5985; number 2, C, carries 0.6671; number 3, N, carries -0.6119; number 4, C, carries 0.1358; number 5, C, carries -0.2282